(1)
Below is C5H9NO as an isolated structure, with properties calculated with ωB97M-V/def2-TZVPD.

```
16
C5H9NO, DFT ωB97M-V/def2-TZVPD
C 1.69 -0.64 0.10
C 0.18 0.70 0.36
C -1.18 1.24 -0.06
C -1.20 -1.15 0.11
C 0.19 -0.65 -0.28
H 2.42 -1.03 -0.61
H 1.88 -0.96 1.15
H 1.77 1.13 -0.96
H 0.19 0.64 1.45
H -1.66 2.02 0.59
H -1.20 1.66 -1.09
H -1.58 -1.90 -0.57
H -1.29 -1.49 1.13
H 0.16 -0.50 -1.35
N 1.62 0.88 0.03
O -1.99 0.04 0.00
```

Calculated total energy in eV: -8865.68868
Total charge: 0

(2)
Below is the molecule C5H9NO, with properties calculated with ωB97M-V/def2-TZVPD.

```
16
C5H9NO, DFT ωB97M-V/def2-TZVPD
N -0.63 0.82 -2.51
C -0.32 0.37 -1.37
C -0.35 1.29 -0.16
C -0.10 0.65 1.21
C 0.75 -0.61 1.10
C 0.15 -1.52 0.04
O 0.14 -0.91 -1.24
H -0.51 0.09 -3.21
H 0.40 2.06 -0.36
H -1.31 1.80 -0.18
H -1.06 0.38 1.68
H 0.38 1.37 1.88
H 1.78 -0.37 0.82
H 0.78 -1.15 2.06
H -0.87 -1.82 0.32
H 0.74 -2.44 -0.09
```

Calculated total energy in eV: -8868.32321
Structure (SMILES): [H]/N=C1/CCCCO1
Total charge: 0

(3)
Below is the molecule C5H9NO, with properties calculated with ωB97M-V/def2-TZVPD.

```
16
C5H9NO, DFT ωB97M-V/def2-TZVPD
C 0.17 -1.87 1.20
C -0.67 -1.00 0.23
C -0.67 0.51 0.66
C -0.05 1.51 -0.39
C 1.07 1.12 -1.26
H -0.19 -2.85 1.10
H 0.11 -1.64 2.28
H 1.17 -1.97 0.99
H -1.78 0.71 0.72
H -0.44 0.80 1.61
H -0.05 2.55 -0.02
H 1.70 0.17 -0.83
H 1.81 1.76 -1.67
H -0.70 0.39 -2.11
N -0.20 1.24 -1.77
O -1.26 -1.42 -0.73
```

Calculated total energy in eV: -8865.96210
Structure (SMILES): CC(=O)C[C@H]1CN1
Total charge: 0

(4)
Below is C5H9NO as an isolated structure, with properties calculated with ωB97M-V/def2-TZVPD.

```
16
C5H9NO, DFT ωB97M-V/def2-TZVPD
C -0.78 -1.28 1.15
C -0.65 0.11 0.56
N 0.31 1.03 1.22
C 0.44 -0.89 -1.70
C 0.17 0.20 -0.74
O -0.45 0.63 -1.99
C 1.07 1.22 -0.04
H -1.13 -1.22 2.19
H -1.49 -1.88 0.58
H 0.18 -1.81 1.13
H -1.64 0.58 0.47
H 0.86 0.54 1.92
H 1.38 -0.59 -2.21
H -1.34 0.25 -2.03
H 0.97 2.24 -0.44
H 2.13 0.95 0.00
```

Calculated total energy in eV: -8863.59421
Total charge: 0

(5)
Below is the molecule C5H9NO, with properties calculated with ωB97M-V/def2-TZVPD.

```
16
C5H9NO, DFT ωB97M-V/def2-TZVPD
C 1.32 -0.54 -1.25
C -0.12 -0.99 -0.82
N -0.29 -1.65 0.40
C -1.18 -0.55 0.38
C -1.11 0.90 0.77
C 0.12 1.64 1.02
O -0.56 1.78 -0.21
H 1.50 0.54 -1.21
H 1.54 -0.86 -2.28
H 2.08 -1.03 -0.62
H -0.69 -1.35 -1.67
H 0.46 -1.85 1.04
H -2.20 -0.92 0.60
H -2.04 1.29 1.19
H 0.12 2.52 1.66
H 1.05 1.07 0.98
```

Calculated total energy in eV: -8864.70619
Structure (SMILES): C[C@H]1N[C@H]1[C@H]1CO1
Total charge: 0

(6)
Below is the molecule C5H9NO, with properties calculated with ωB97M-V/def2-TZVPD.

```
16
C5H9NO, DFT ωB97M-V/def2-TZVPD
C 2.45 0.43 0.00
O 1.13 0.52 0.48
C 0.34 -0.63 0.35
C -1.09 -0.10 0.43
C -1.49 0.77 -0.77
C -2.06 -1.19 0.58
N -2.84 -2.04 0.61
H 2.79 1.45 -0.15
H 2.49 -0.11 -0.95
H 3.12 -0.07 0.72
H 0.52 -1.35 1.17
H 0.53 -1.16 -0.60
H -1.09 0.53 1.32
H -2.50 1.17 -0.62
H -0.79 1.60 -0.88
H -1.50 0.18 -1.70
```

Calculated total energy in eV: -8867.67614
Structure (SMILES): COC[C@@H](C)C#N
Total charge: 0

(7)
Below is the molecule C5H9NO, with properties calculated with ωB97M-V/def2-TZVPD.

```
16
C5H9NO, DFT ωB97M-V/def2-TZVPD
C -0.45 1.10 0.38
C 0.53 0.91 -0.74
N 1.74 0.27 -0.24
C 0.76 -0.53 -0.98
C -0.10 -1.37 -0.08
C -0.57 -0.37 1.00
O -1.92 -0.56 1.36
H -0.12 1.82 1.13
H -1.38 1.56 -0.05
H -2.16 0.28 0.98
H 0.58 1.62 -1.57
H 2.52 0.50 -0.84
H 1.01 -0.89 -1.97
H 0.43 -2.23 0.34
H -0.98 -1.76 -0.63
H 0.06 -0.44 1.89
```

Calculated total energy in eV: -8866.95706
Structure (SMILES): O[C@H]1C[C@@H]2N[C@@H]2C1
Total charge: 0

(8)
Below is the molecule C5H9NO, with properties calculated with ωB97M-V/def2-TZVPD.

```
16
C5H9NO, DFT ωB97M-V/def2-TZVPD
C 0.02 0.82 -1.94
C -0.72 1.20 -0.65
C -0.04 0.62 0.55
C -0.10 -0.88 0.65
C 0.99 -2.18 2.35
H -0.44 1.19 -2.86
H 0.10 -0.26 -2.10
H 1.04 1.23 -1.89
H -1.74 0.81 -0.76
H -0.73 2.26 -0.56
H 0.99 1.00 0.65
H -0.51 1.03 1.42
H 0.33 -1.30 -0.28
H -1.17 -1.24 0.67
N 0.54 -1.17 1.88
O 1.44 -3.14 2.88
```

Calculated total energy in eV: -8868.30876
Structure (SMILES): CCCCN=C=O
Total charge: 0

(9)
Below is the molecule C5H9NO, with properties calculated with ωB97M-V/def2-TZVPD.

```
16
C5H9NO, DFT ωB97M-V/def2-TZVPD
C 1.42 0.72 -0.05
C 0.14 -0.09 0.10
C 0.31 -1.23 1.09
C -1.11 0.85 0.18
N -1.40 0.47 -1.20
C -0.47 -0.53 -1.25
O -0.26 -1.44 -2.01
H 2.25 0.09 -0.37
H 1.69 1.19 0.91
H 1.29 1.52 -0.79
H 0.63 -0.88 2.07
H 1.09 -1.90 0.70
H -0.60 -1.83 1.20
H -1.89 0.54 0.89
H -0.88 1.91 0.31
H -2.23 0.60 -1.77
```

Calculated total energy in eV: -8868.46821
Structure (SMILES): CC1(C)CNC1=O
Total charge: 0

(10)
Below is the molecule C5H9NO, with properties calculated with ωB97M-V/def2-TZVPD.

```
16
C5H9NO, DFT ωB97M-V/def2-TZVPD
C 1.58 -0.78 -0.43
C 0.31 -0.03 -0.01
C 0.39 1.44 -0.46
N -0.88 -0.69 -0.56
C -1.81 -0.22 0.45
C -0.57 -0.08 1.45
O -0.41 -0.32 2.61
H 2.47 -0.43 0.10
H 1.78 -0.62 -1.51
H 1.50 -1.86 -0.29
H 1.29 1.90 -0.05
H -0.47 2.02 -0.12
H 0.43 1.53 -1.56
H -0.74 -1.69 -0.38
H -2.24 0.75 0.16
H -2.64 -0.92 0.62
```

Calculated total energy in eV: -8866.99195
Structure (SMILES): CC1(C)NCC1=O
Total charge: 0

(11)
Below is the molecule C5H9NO, with properties calculated with ωB97M-V/def2-TZVPD.

```
16
C5H9NO, DFT ωB97M-V/def2-TZVPD
C 1.98 0.15 -0.12
C 0.69 0.01 0.70
C -0.43 -0.28 -0.29
O -0.26 -1.62 -0.76
C -1.95 -0.17 -0.05
C -2.05 1.22 0.39
N -1.48 2.22 0.20
H 1.86 0.93 -0.89
H 2.82 0.44 0.52
H 2.26 -0.77 -0.65
H 0.46 0.96 1.18
H 0.81 -0.76 1.47
H -0.37 0.85 -0.85
H 0.47 -2.05 -0.28
H -2.43 -1.00 0.46
H -2.38 -0.13 -1.06
```

Calculated total energy in eV: -8866.18591
Structure (SMILES): CC[C@@H](O)CC#N
Total charge: 0

(12)
Below is C5H9NO as an isolated structure, with properties calculated with ωB97M-V/def2-TZVPD.

```
16
C5H9NO, DFT ωB97M-V/def2-TZVPD
C -1.90 -0.17 -0.58
C 2.09 -1.27 0.23
C -1.10 0.68 0.35
C 0.98 -0.28 0.32
C 0.81 0.89 -0.45
O 0.01 -0.51 1.11
N -1.43 1.61 1.12
H -2.40 1.89 1.05
H -2.29 0.47 -1.38
H -2.74 -0.61 -0.04
H -1.31 -0.97 -1.03
H 2.97 -0.89 0.76
H 1.81 -2.23 0.64
H 2.39 -1.39 -0.82
H 1.31 0.97 -1.41
H 0.81 1.81 0.12
```

Calculated total energy in eV: -8865.20627
Total charge: 0

Largest force on an atom / eV Å⁻¹: 1.270, 0.417, 5.528, 0.404, 1.255, 1.089, 1.947, 2.029, 0.468, 1.368, 3.648, 0.449
Frontier orbital gap / eV: 10.2, 10.6, 10.1, 9.2, 9.8, 11.2, 10.5, 11.1, 10.5, 10.3, 11.0, 8.8